Entry from OMol25: a structure of composition C20H21N3O3 (the ωB97M-V functional and the def2-TZVPD basis).

Positions of all 47 atoms, in Å:
C (-0.611218, 3.052589, 2.766169)
C (-0.779784, 1.663975, 2.237915)
C (0.297362, 0.765564, 1.994896)
C (-0.345906, -0.398698, 1.651757)
C (-0.040806, -1.574637, 1.435179)
C (-0.764660, -2.646327, 1.068088)
C (-2.085796, -2.436756, 1.046746)
C (-2.608318, -0.948745, 1.125873)
C (-1.652829, -0.004170, 1.554044)
N (-1.922284, 1.164740, 1.962865)
H (-2.555244, 1.704895, 1.806451)
H (-3.549271, -0.679678, 1.070223)
H (-2.986967, -3.023035, 0.605097)
H (-0.351960, -3.652958, 0.650728)
H (1.142345, -1.835427, 1.456406)
C (1.808063, 1.034947, 2.498505)
O (2.022654, 1.842046, 3.314416)
C (2.727358, 0.350355, 1.532482)
N (2.131131, 0.426123, -0.037319)
C (2.710291, -0.637632, -0.813058)
H (2.835702, -1.392746, -0.326404)
C (1.657290, -0.857776, -1.775161)
N (0.832296, 0.408591, -2.075373)
C (-0.478772, 0.474582, -1.828441)
O (-1.111197, 1.900602, -1.860895)
C (-1.493625, -0.631581, -2.216226)
C (-1.423121, -1.771233, -2.756226)
C (-2.443169, -2.396266, -3.011112)
C (-3.299161, -1.692771, -2.025155)
O (-2.753189, -0.619336, -1.684641)
H (-4.342201, -1.697676, -1.964610)
H (-2.809029, -3.230936, -3.335383)
H (-0.380825, -2.097644, -3.430510)
C (1.459297, 1.646102, -1.791239)
C (2.059737, 1.744739, -0.386891)
H (1.551708, 2.312354, -0.001686)
H (3.000595, 2.360485, -0.539228)
H (2.485864, 1.318974, -2.544072)
H (0.982719, 2.493301, -2.149249)
H (2.054193, -1.154623, -2.778039)
H (0.745075, -1.725643, -1.377022)
H (3.749747, -0.349684, -1.249888)
H (3.724803, 0.941327, 1.608193)
H (2.790563, -0.632944, 1.924361)
H (-0.917715, 3.929965, 1.997374)
H (0.270347, 3.341627, 2.948802)
H (-1.332093, 3.211040, 3.701255)

Forces on the atoms, in the same order (eV/Å):
-9.096 0.706 -1.533
7.703 3.518 1.814
1.514 3.719 3.412
-2.124 7.003 0.998
9.488 -9.055 -1.550
-0.461 -3.528 -1.359
-6.648 4.404 -2.307
7.415 -4.354 1.843
-5.459 -8.779 -3.302
6.542 -3.274 2.636
-10.087 7.168 -2.401
-4.769 0.796 -0.459
2.251 0.126 1.022
-0.459 1.965 1.342
-2.572 0.681 0.047
-5.031 -1.380 -4.683
1.591 1.629 2.423
1.178 2.520 -2.160
2.043 -2.409 8.896
0.792 10.539 -5.180
1.418 -8.476 6.047
-4.840 -2.242 -3.243
-2.084 -1.698 2.359
-5.534 5.578 -3.138
3.090 -7.582 1.042
1.667 6.882 5.642
16.202 -1.783 -7.100
-10.905 -0.061 5.098
-0.946 -3.170 -4.593
1.467 3.986 1.524
-1.476 -0.428 0.656
-1.064 -4.834 -2.494
-2.660 1.124 2.249
6.689 -2.104 -3.266
9.719 -7.449 -11.018
-10.136 9.540 8.978
-0.030 -0.912 0.258
-2.258 2.010 1.731
-1.003 1.183 -0.741
-0.458 -0.220 0.726
3.125 2.662 -1.153
-1.490 -0.389 0.220
-1.269 -1.315 -0.373
0.458 -1.280 -0.327
0.015 -2.158 1.292
6.831 1.396 1.958
1.662 -0.256 -1.831

Results
max |F| = 17.779 eV/Å
ΔE to the lowest compared entry with this formula, charge and spin = 486.7 kcal/mol
E_HOMO = -7.61 eV
E = -31675.5619 eV
LUMO = 0.34 eV

These are the natural (NBO) partial charges, in e, on atoms 1 to 8: -0.61 0.26 -0.25 -0.08 -0.18 -0.27 -0.23 -0.20

---

Entry from OMol25: the molecule C20H21N3O4 (the ωB97M-V functional and the def2-TZVPD basis).

Positions of all 48 atoms, in Å:
N (-0.333056, -0.220517, -1.028050)
C (0.709654, -1.139365, -1.601563)
C (1.111410, -0.790603, -3.153853)
C (1.787656, 0.505111, -3.240118)
C (0.952777, 1.591002, -3.158542)
C (1.517690, 2.916844, -3.216373)
C (2.801922, 3.088123, -3.798043)
O (3.546488, 4.158893, -4.246523)
C (3.551821, 1.903319, -3.987398)
C (3.079290, 0.623651, -3.827701)
C (2.021841, -1.200746, -0.783779)
O (3.031817, -1.638253, -1.299577)
N (2.092463, -0.898479, 0.664895)
C (1.081619, -0.576354, 1.726649)
C (0.118615, -1.798191, 2.067566)
C (-1.358565, -1.484642, 1.771468)
C (-2.076254, -2.018271, 0.704763)
N (-3.429411, -1.763523, 0.707101)
C (-3.715501, -1.064264, 1.906206)
C (-4.897834, -0.452501, 2.217530)
C (-4.863763, 0.422887, 3.323767)
C (-3.630280, 0.564118, 4.050514)
C (-2.409574, 0.077764, 3.584482)
C (-2.410554, -0.772865, 2.447212)
C (1.738732, -0.053137, 2.934577)
O (2.824770, -0.328887, 3.440804)
O (0.834868, 0.670223, 3.640229)
H (-1.110163, -0.765774, -0.657223)
H (0.086557, 0.523433, -0.415386)
H (0.149255, -2.159653, -1.381045)
H (0.231440, -0.896357, -3.747416)
H (1.784729, -1.619276, -3.263663)
H (-0.025533, 1.484440, -2.815619)
H (0.765731, 3.660366, -3.037407)
H (3.118254, 5.089950, -4.190956)
H (4.538077, 2.093710, -4.218317)
H (3.705673, -0.235661, -4.038162)
H (3.057764, -1.115133, 0.903048)
H (0.375449, 0.149736, 1.340924)
H (0.362409, -2.607547, 1.429957)
H (0.124218, -2.082200, 3.133405)
H (-1.555461, -2.873671, 0.251671)
H (-4.083501, -2.149461, 0.155143)
H (-5.867420, -0.424042, 1.719953)
H (-5.743336, 0.848444, 3.743025)
H (-3.518945, 1.262886, 4.908852)
H (-1.459185, 0.414441, 4.017641)
H (1.385345, 1.080031, 4.315335)

Forces on the atoms, in the same order (eV/Å):
1.634 0.594 -0.417
-1.880 0.363 0.876
-0.129 -2.421 3.604
-0.234 -0.403 -2.535
3.485 2.424 0.998
-0.096 -0.697 -1.803
-0.627 -1.499 0.672
-1.585 2.649 0.633
-1.417 0.098 0.280
-0.880 0.915 1.566
-0.194 -0.586 1.879
-0.442 0.569 0.462
-0.469 -0.166 -2.071
0.157 -1.535 -2.511
-1.713 1.734 0.847
-2.058 -0.026 -1.400
1.731 -1.789 0.946
3.146 1.416 3.565
2.366 -0.126 -2.921
-1.161 2.358 2.105
2.291 -1.739 0.590
0.241 1.227 -0.263
-0.339 -0.270 -0.541
-0.812 0.774 2.587
1.317 -0.840 2.468
-1.622 0.625 -1.744
0.474 0.413 -0.519
0.632 0.905 0.358
-1.143 -1.264 -0.956
1.705 1.379 -1.265
-0.553 -0.014 -0.439
0.438 -0.318 -1.047
-1.465 -0.188 0.354
0.262 0.921 -0.037
0.643 -2.683 0.133
2.048 0.092 -0.985
-0.120 0.029 0.182
-0.400 0.158 0.650
0.393 0.389 0.170
0.605 -0.910 -0.365
0.546 -0.045 -0.423
-0.962 0.406 -0.921
-2.402 -1.670 -2.312
0.551 -0.829 -0.466
-0.602 0.426 -0.054
-0.650 -0.597 -0.606
-0.575 -0.348 0.004
-0.137 0.102 0.672

Results
SMILES = N[C@@H](Cc1ccc(O)cc1)C(=O)N[C@@H](Cc1c[nH]c2ccccc12)C(=O)O
max |F| = 4.961 eV/Å
ΔE to the lowest compared entry with this formula, charge and spin = 110.1 kcal/mol
E_HOMO = -8.13 eV
E = -33738.5915 eV
LUMO = 0.56 eV

These are the natural (NBO) partial charges, in e, on atoms 1 to 8: -0.88 -0.12 -0.42 -0.07 -0.18 -0.30 0.30 -0.68